# H17NO7

A molecular structure, H17NO7 (wB97M-V/def2-TZVPD, the OMol25 dataset).

## Properties
LUMO level: -6.7 eV
Total charge: 0
Energy above the lowest of the compared OMol25 structures with the same formula, charge and spin: 1034.3 kJ/mol

Last column: Löwdin charge in e.
Geometry (Å):
O (-2.86, 1.09, 0.03)  -0.20
O (0.36, -0.28, -1.70)  -0.04
O (0.69, 0.67, 1.65)  -0.03
O (-2.01, -1.39, -0.80)  -0.03
O (2.38, -1.13, 0.62)  -0.17
O (-1.78, -0.42, 1.94)  -0.08
O (2.77, 0.51, -1.06)  -0.13
N (-0.32, 2.10, -0.47)  0.18
H (3.59, 0.60, -1.58)  0.05
H (3.08, -1.72, 0.99)  0.07
H (-1.74, -1.17, 1.33)  0.03
H (1.29, -0.06, 1.42)  0.00
H (-2.44, -0.49, -0.74)  0.02
H (1.32, -0.06, -1.69)  0.01
H (-3.80, 1.23, 0.16)  0.02
H (-2.36, 0.16, 1.34)  0.02
H (-0.16, 0.24, 1.94)  0.03
H (2.84, -0.45, -0.30)  0.01
H (-1.29, 1.88, -0.22)  0.01
H (0.71, -2.97, 0.26)  0.06
H (-1.10, -1.20, -1.01)  -0.03
H (-0.08, 0.57, -1.45)  0.02
H (0.16, 1.94, 0.43)  0.04
H (-0.16, 3.10, -0.67)  0.09
H (0.90, -2.74, -0.43)  0.05

***

# H10O5

5 unconnected molecules or ions with the total composition H10O5 (wB97M-V/def2-TZVPD, the OMol25 dataset).

## Properties
Structure (SMILES): O.O.O.O.O
LUMO level: 0.2 eV
Total charge: 0
Energy above the lowest of the compared OMol25 structures with the same formula, charge and spin: 102.7 kJ/mol

Last column: Löwdin charge in e.
Geometry (Å):
O (1.55, -0.12, -2.48)  -0.05
O (-0.52, 0.23, 3.61)  -0.05
O (-0.55, 0.46, 0.67)  -0.07
O (-1.04, 2.43, -1.85)  -0.07
O (-0.05, -2.26, -0.38)  -0.04
H (2.43, -0.47, -2.31)  0.04
H (0.28, 0.51, 4.07)  0.05
H (-0.34, 0.26, 1.59)  -0.01
H (-1.10, 1.00, 3.64)  0.05
H (-0.31, -0.35, 0.19)  -0.01
H (-0.61, -2.50, -1.13)  0.06
H (0.84, -2.55, -0.63)  0.05
H (-0.20, 2.50, -1.39)  0.03
H (0.95, -0.68, -1.98)  -0.01
H (-1.34, 1.54, -1.63)  0.01

***

# C37H36AuBrNO3Sb2

A molecular structure, C37H36AuBrNO3Sb2 (wB97M-V/def2-TZVPD, the OMol25 dataset).

## Properties
LUMO level: -4.5 eV
Total charge: +1
Energy above the lowest of the compared OMol25 structures with the same formula, charge and spin: 291.0 kJ/mol

Last column: Löwdin charge in e.
Geometry (Å):
Au (2.90, -0.35, -1.05)  0.81
Sb (-1.87, -1.43, 0.21)  1.54
Sb (-1.04, 1.68, -0.71)  1.83
Br (5.91, 6.64, -0.22)  0.80
O (0.50, 2.84, -1.95)  -0.09
O (5.48, -0.40, -1.15)  -0.06
O (1.56, 1.40, -0.70)  -0.27
N (7.05, -1.85, -1.84)  0.17
C (2.67, 3.45, -1.14)  -0.14
C (-0.95, 0.52, -2.55)  -0.28
C (-1.76, 1.33, 2.19)  -0.17
C (0.74, -1.92, 1.77)  -0.13
C (-4.43, 4.38, -0.44)  -0.06
C (-5.39, 2.17, -0.43)  -0.06
C (4.73, 4.07, -0.07)  -0.10
C (3.42, -2.32, -1.45)  -0.34
C (1.49, -2.24, 2.89)  -0.08
C (2.57, 4.73, -1.69)  0.00
C (-3.36, -5.53, -0.13)  -0.07
C (-0.64, -2.14, 1.77)  -0.39
C (0.64, 1.59, 1.92)  -0.09
C (-2.56, -4.42, 0.10)  -0.12
C (1.55, 2.50, -1.29)  -0.58
C (-5.16, -4.11, -0.84)  -0.08
C (-4.14, 1.60, -0.58)  -0.13
C (-3.02, 2.43, -0.62)  -0.35
C (-1.25, -2.69, 2.89)  -0.14
C (-3.17, 3.82, -0.57)  -0.12
C (4.70, -2.35, -2.30)  -0.23
C (-1.25, -0.96, -2.62)  -0.35
C (-0.63, 1.46, 1.38)  -0.36
C (0.87, -2.77, 4.02)  -0.08
C (3.76, 3.13, -0.33)  0.00
C (4.61, 5.35, -0.61)  -0.68
C (-3.06, -3.15, -0.15)  -0.39
C (-0.32, 1.36, 4.11)  -0.05
C (-0.61, -1.76, -1.48)  -0.37
C (5.77, -1.45, -1.71)  -0.57
C (0.79, 1.54, 3.30)  -0.05
C (-4.66, -5.38, -0.59)  -0.08
C (-0.50, -3.01, 4.01)  -0.08
C (-5.54, 3.55, -0.35)  -0.06
C (-1.59, 1.26, 3.56)  -0.05
C (-4.36, -2.99, -0.62)  -0.14
C (3.54, 5.68, -1.43)  -0.10
H (-6.26, 1.53, -0.38)  0.11
H (3.46, 6.68, -1.84)  0.11
H (7.29, -2.70, -2.33)  0.10
H (-0.57, -2.83, -1.68)  0.07
H (-1.55, -4.55, 0.47)  0.10
H (1.51, 1.72, 1.29)  0.08
H (-4.76, -2.00, -0.82)  0.08
H (7.79, -1.28, -1.46)  0.11
H (2.61, -2.85, -1.94)  0.02
H (-0.98, -3.45, 4.88)  0.11
H (-0.20, 1.33, 5.19)  0.12
H (-4.55, 5.45, -0.41)  0.11
H (-1.58, 1.13, -3.20)  0.08
H (4.48, -1.98, -3.30)  0.11
H (2.56, -2.07, 2.89)  0.11
H (0.10, 0.71, -2.79)  0.05
H (1.71, 4.97, -2.31)  0.12
H (-5.29, -6.24, -0.74)  0.11
H (3.61, -2.78, -0.48)  0.03
H (-2.31, 4.48, -0.64)  0.10
H (-2.32, -2.88, 2.89)  0.10
H (-2.97, -6.52, 0.07)  0.11
H (1.77, 1.65, 3.73)  0.12
H (-4.04, 0.53, -0.65)  0.05
H (-6.17, -3.98, -1.20)  0.11
H (5.58, 3.83, 0.55)  0.11
H (-6.53, 3.98, -0.23)  0.11
H (1.45, -3.01, 4.89)  0.11
H (3.84, 2.13, 0.09)  0.10
H (-2.33, -1.15, -2.66)  0.09
H (-2.75, 1.27, 1.77)  0.08
H (5.09, -3.37, -2.40)  0.10
H (1.24, -1.50, 0.90)  0.05
H (-0.84, -1.29, -3.58)  0.12
H (0.40, -1.39, -1.29)  0.00
H (-2.46, 1.15, 4.19)  0.12

***

# C6H15AlFN2O2

A molecular structure, C6H15AlFN2O2 (wB97M-V/def2-TZVPD, the OMol25 dataset).

## Properties
LUMO level: 2.4 eV
Total charge: -1

Last column: Löwdin charge in e.
Geometry (Å):
Al (-1.95, 3.76, -1.66)  0.08
F (-1.50, 3.28, -3.24)  -0.32
O (-3.02, 0.82, -0.21)  -0.01
O (1.58, -0.57, 0.06)  0.02
N (1.54, -2.42, 1.36)  -0.20
N (-1.37, 2.39, -0.47)  -0.13
C (0.10, 2.35, -0.33)  -0.17
C (2.20, -3.61, 1.84)  -0.07
C (0.19, -2.10, 1.82)  -0.03
C (-1.95, 1.16, -0.68)  -0.60
C (-1.25, 0.18, -1.63)  -0.03
C (2.12, -1.57, 0.48)  -0.34
H (-1.60, 0.39, -2.64)  0.08
H (0.39, 3.18, 0.32)  0.06
H (-0.50, -2.04, 0.98)  0.09
H (-0.14, -2.87, 2.51)  0.08
H (3.13, -1.88, 0.17)  0.13
H (0.42, 1.42, 0.16)  0.05
H (0.65, 2.47, -1.27)  0.07
H (3.19, -3.68, 1.39)  0.08
H (2.31, -3.58, 2.93)  0.09
H (1.63, -4.50, 1.58)  0.09
H (-1.11, 5.10, -1.28)  -0.11
H (-0.16, 0.25, -1.60)  0.04
H (-1.54, -0.84, -1.36)  0.06
H (-3.54, 3.99, -1.55)  -0.11
H (0.18, -1.13, 2.32)  0.10

***

# C6H3NO2

C6H3NO2 in the gas phase (wB97M-V/def2-TZVPD, the OMol25 dataset).

## Properties
Structure (SMILES): C#CC1=NOC(=O)C1=C
LUMO level: -1.2 eV
Total charge: 0
Energy above the lowest of the compared OMol25 structures with the same formula, charge and spin: 328.4 kJ/mol

Last column: Löwdin charge in e.
Geometry (Å):
O (-2.28, 0.67, -1.37)  0.12
O (0.06, 0.65, -1.69)  0.00
N (1.25, 0.45, -0.87)  0.21
C (0.77, 0.10, 0.30)  -0.30
C (2.29, -1.19, 1.95)  0.19
C (-1.15, 0.40, -0.98)  -0.32
C (-0.65, -0.02, 0.38)  -0.19
C (-1.34, -0.44, 1.36)  0.16
C (1.65, -0.61, 1.07)  -0.07
H (-2.38, -0.51, 1.31)  0.08
H (2.80, -1.72, 2.67)  0.01
H (-0.83, -0.91, 2.22)  0.11

***

# C6H12N

A molecular structure, C6H12N (wB97M-V/def2-TZVPD, the OMol25 dataset).

## Properties
LUMO level: -3.6 eV
Total charge: +1
Energy above the lowest of the compared OMol25 structures with the same formula, charge and spin: 390.1 kJ/mol

Last column: Löwdin charge in e.
Geometry (Å):
N (0.09, -0.37, 0.22)  -0.12
C (-2.27, 1.24, -0.29)  0.12
C (-1.24, 0.38, -0.84)  -0.10
C (1.92, 1.31, 0.49)  -0.09
C (-0.14, -1.79, 0.21)  -0.05
C (1.51, 0.00, -0.07)  -0.26
C (-2.59, -0.05, -0.57)  0.06
H (1.38, 2.12, -0.09)  0.10
H (1.75, 1.48, 1.55)  0.08
H (2.05, -0.80, 0.38)  0.11
H (-3.16, -0.85, -0.19)  0.12
H (3.05, 1.46, 0.21)  0.13
H (0.59, -2.18, -0.51)  0.12
H (-1.11, -1.94, -0.16)  0.05
H (-0.22, -2.28, 1.19)  0.12
H (-0.75, 0.15, -1.81)  0.15
H (-0.13, -0.04, 1.26)  0.22
H (-2.48, 2.12, 0.17)  0.09
H (1.74, 0.04, -1.16)  0.15

***

Across the entries above, highest occupied orbital energy takes the values -10.02 -10.64 -9.71 -4.59 -9.95 -14.68 eV, respectively.
Across the entries above, orbital gap takes the values 3.293 10.800 5.223 6.964 8.779 11.106 eV, respectively.